The following is a DFT calculation (ωB97M-V/def2-TZVPD) of one molecule with the formula C17H26N2O6 in a non-equilibrium geometry.

Geometry as XYZ:
```
51
Properties=species:S:1:pos:R:3:forces:R:3:mulliken_charge:R:1
C -2.67128 -0.22852 -3.30788 6.003 3.091 1.904 -0.49
C -1.62555 0.48957 -2.91835 -4.887 -3.127 -1.756 -0.09
C -0.41907 1.48361 -2.49933 -1.022 -0.837 -0.685 -1.10
C -0.44432 1.92841 -0.94597 -0.607 1.365 -1.913 0.91
C -1.58854 3.07357 -0.92175 -0.870 0.693 -0.198 -0.43
C -0.97119 4.58112 -1.09980 -1.089 3.063 2.391 0.07
O -1.32394 5.56831 -0.35542 1.332 -4.836 -3.174 -0.52
O 0.80205 2.72134 -0.85066 0.540 -0.291 2.867 -0.41
C 1.28050 2.66136 0.50765 0.663 0.689 1.027 0.54
O 1.98667 3.51154 1.14150 -3.876 -4.968 -3.729 -0.57
O 0.77816 1.39081 0.97566 0.713 1.997 -0.024 -0.41
C -0.36823 0.82618 0.22264 0.374 -0.362 0.411 1.85
C -0.05837 -0.70267 -0.21622 0.385 -0.103 -0.173 -1.54
C 0.88360 -1.52212 0.81651 -0.341 -1.247 -1.143 -0.26
C 1.43542 -2.82995 -0.02051 0.126 -0.024 -0.418 -0.67
C 3.05083 -2.76682 -0.27863 -0.320 0.535 -0.753 -0.56
N 3.79138 -3.95164 0.27699 -0.537 -1.875 -1.348 -0.31
C 4.24367 -4.88631 -0.78921 3.346 0.719 -2.402 0.47
C 3.49605 -6.27763 -1.15995 -0.221 0.141 0.981 -0.81
O 5.29189 -4.60082 -1.48474 -4.933 -0.956 3.114 -0.54
C -1.59397 0.65116 1.25975 0.728 -0.360 0.726 -1.29
C -1.73845 1.82667 2.35755 -1.791 0.757 -1.072 0.50
O -1.31385 1.46544 3.69903 -1.238 0.810 -0.752 -0.54
C -3.31681 2.28731 2.39873 -0.215 -0.565 -0.305 -0.92
N -3.50578 3.77762 2.39977 -0.096 -0.369 -1.309 -0.65
H -3.39314 -1.05216 -3.68887 1.645 2.114 0.970 0.36
H -0.58198 2.45199 -3.12703 0.443 -1.775 1.122 0.49
H 0.60115 1.03442 -2.79351 -1.748 0.516 0.517 0.40
H -2.28107 3.06180 -0.00533 1.264 0.133 -1.263 -0.33
H -2.28707 2.93891 -1.85038 1.167 0.111 1.691 0.50
H -0.20428 4.83018 -1.94602 -1.339 -0.853 1.266 0.26
H 0.43160 -0.80609 -1.26176 -0.887 0.493 1.697 0.36
H -1.07859 -1.26511 -0.24052 1.796 1.092 -0.228 0.20
H 1.80538 -0.94671 1.18967 -1.764 -0.704 -0.400 0.27
H 0.21670 -1.94941 1.65411 1.313 1.048 -0.997 0.26
H 1.10891 -3.82617 0.49678 0.852 1.802 -0.771 0.46
H 0.96287 -2.88956 -1.08742 0.574 0.234 2.010 0.30
H 3.50575 -1.78526 0.13696 -0.849 -1.654 -0.528 0.29
H 3.24026 -2.74828 -1.43051 -0.252 0.024 2.124 0.26
H 3.22026 -4.46132 0.99101 0.544 0.675 -1.085 0.32
H 2.41595 -6.34115 -0.71918 1.927 0.261 -0.924 0.23
H 4.09605 -7.11880 -0.65372 -0.820 1.229 -0.865 0.28
H 3.49621 -6.45485 -2.30656 0.091 0.532 2.121 0.27
H -1.38400 -0.33082 1.85877 -0.274 1.787 -1.108 0.40
H -2.54140 0.44393 0.63871 1.370 0.578 1.031 0.40
H -1.15120 2.75232 1.99332 -0.715 -1.401 0.612 0.08
H -1.91813 1.99463 4.29327 1.123 -0.914 -0.827 0.39
H -3.84176 1.80876 3.32787 1.097 0.818 -1.468 0.44
H -3.91445 1.87946 1.48144 1.240 0.478 1.616 0.23
H -4.01061 4.00530 1.51105 0.625 0.005 1.290 0.30
H -2.61429 4.29646 2.33049 -0.590 -0.573 0.129 0.35
```
Forces are in eV/Å.

Properties
E   -1224.0059 a.u.
Orbital gap   9.924 eV
Total charge   0
Maximum force   7.32 eV Å⁻¹
LUMO level   0.36 eV
SMILES   C#CC[C@]1(CC=O)OC(=O)O[C@@]1(CCCCNC(C)=O)C[C@H](O)CN
Energy above the lowest of the compared OMol25 structures with the same formula, charge and spin   10.235 eV


The following is a DFT calculation (ωB97M-V/def2-TZVPD) of one molecule with the formula C17H26N2S.

Geometry as XYZ:
```
46
Properties=species:S:1:pos:R:3:forces:R:3:mulliken_charge:R:1
C 3.72975 3.23725 -3.24742 -0.029 -0.055 -0.010 -1.56
C 2.86227 2.12605 -2.74143 -0.047 -0.002 0.107 1.28
C 2.30161 2.19053 -1.47544 0.041 0.012 -0.089 -1.30
C 1.49662 1.17588 -0.99121 -0.053 -0.093 0.037 -0.52
C 1.22519 0.05943 -1.76985 -0.027 0.072 0.181 0.69
C 0.35670 -1.06675 -1.24530 0.010 -0.327 -0.250 -0.32
C -0.58017 -1.64595 -2.30821 0.150 0.004 0.175 -1.55
N -0.44449 -0.63591 -0.11998 -0.255 0.335 0.259 0.08
C -0.21003 -0.99248 1.15660 -0.004 -0.075 0.091 0.18
S 0.93533 -2.11459 1.58206 0.561 -0.547 0.260 -0.49
N -0.93760 -0.41478 2.13804 -0.174 0.148 0.143 0.07
C -2.10782 0.42570 2.00037 -0.285 0.283 -0.370 -0.27
C -3.33515 -0.36975 1.52581 0.180 -0.116 0.057 -0.61
C -3.79098 -1.36296 2.59036 -0.218 0.186 -0.052 -0.70
C -4.12164 -0.63655 3.88987 0.215 -0.227 0.063 -0.71
C -2.90020 0.12415 4.39558 -0.234 0.164 -0.089 -0.58
C -2.40054 1.10823 3.33980 0.191 -0.083 -0.017 -1.26
C 1.80058 -0.01156 -3.03220 0.005 0.049 0.058 -0.83
C 2.60903 0.99937 -3.52845 -0.035 -0.048 0.046 0.79
C 3.20613 0.87838 -4.89740 -0.011 0.025 0.051 -1.66
H 3.81411 4.02761 -2.50586 0.030 0.063 0.008 0.37
H 3.31702 3.66217 -4.16220 0.044 0.087 -0.077 0.33
H 4.72955 2.86924 -3.47608 0.103 0.055 -0.054 0.33
H 2.50051 3.04997 -0.85058 0.034 0.094 0.046 0.31
H 1.09587 1.25529 0.00871 -0.040 -0.018 0.067 0.48
H 1.00652 -1.86402 -0.85890 -0.198 0.197 -0.076 0.36
H -1.26396 -2.35093 -1.84065 -0.019 -0.067 0.020 0.39
H -1.15717 -0.85316 -2.78129 -0.081 0.057 -0.095 0.40
H -0.02212 -2.17619 -3.07245 0.023 -0.024 -0.149 0.45
H -1.09632 0.11077 -0.30682 -0.037 -0.008 0.066 0.37
H -0.76667 -0.80984 3.05029 0.159 -0.019 -0.166 0.25
H -1.88047 1.20949 1.26213 -0.036 -0.053 0.121 0.35
H -3.09320 -0.90362 0.60456 -0.032 0.063 -0.063 0.31
H -4.14328 0.33232 1.30904 -0.049 0.040 -0.062 0.48
H -4.66811 -1.90433 2.23124 0.053 -0.079 -0.011 0.37
H -2.99951 -2.09402 2.76762 0.007 -0.098 -0.004 0.33
H -4.45052 -1.35320 4.64429 -0.083 0.035 0.021 0.34
H -4.94058 0.06520 3.71413 -0.082 0.032 0.028 0.32
H -3.15099 0.67289 5.30528 0.100 -0.039 0.045 0.33
H -2.11343 -0.58824 4.65329 0.042 -0.045 0.113 0.32
H -3.16450 1.87042 3.17342 -0.004 0.034 -0.014 0.41
H -1.49686 1.60968 3.69214 -0.015 0.085 -0.047 0.44
H 1.62803 -0.87933 -3.65051 -0.034 -0.100 -0.108 0.20
H 4.29392 0.90790 -4.84410 0.094 0.006 -0.086 0.34
H 2.88413 1.70423 -5.53133 0.031 0.035 -0.112 0.33
H 2.90881 -0.05526 -5.36796 0.007 -0.039 -0.061 0.37
```
Forces are in eV/Å.

Properties
E   -1171.1242 a.u.
Orbital gap   8.553 eV
Total charge   0
Maximum force   0.83 eV Å⁻¹
LUMO level   0.69 eV
SMILES   Cc1ccc([C@H](C)NC(=S)NC2CCCCC2)cc1C
Energy above the lowest of the compared OMol25 structures with the same formula, charge and spin   0.000 eV


The following is a DFT calculation (ωB97M-V/def2-TZVPD) of a 2-piece molecular cluster, C17H26N3O7S overall in a non-equilibrium geometry.

Geometry as XYZ:
```
54
Properties=species:S:1:pos:R:3:forces:R:3:mulliken_charge:R:1
C 3.34598 -1.73133 1.86218 -0.974 -0.155 -0.041 -0.04
C 2.28016 -1.29846 1.43322 -0.853 0.589 1.134 -1.20
C 0.85173 -0.77201 1.29437 -3.113 -0.607 -0.244 0.99
C -0.39069 -1.70008 1.40881 1.531 4.032 -0.245 0.24
O -0.29437 -3.07902 1.60509 -0.243 2.139 -1.780 -0.50
C 0.29259 -3.60212 0.36020 1.141 -0.242 -1.337 -0.43
C -0.43483 -4.91186 -0.17071 0.793 -0.341 1.495 -0.63
O -1.83168 -4.83144 0.15181 0.527 0.093 -1.424 -0.37
C -2.65705 -4.53598 -0.99415 -1.047 0.772 0.122 -0.37
C -2.17685 -3.30825 -1.88088 0.305 -0.998 -0.819 -0.80
C -1.66599 -0.91553 1.23932 -0.331 -2.262 0.341 0.00
C -3.01108 -1.79919 1.32878 0.337 0.716 -0.519 -0.01
N -4.07031 -1.13792 2.13347 0.584 -0.362 -0.620 -0.63
N -1.88900 0.41002 1.02433 1.055 -2.527 0.204 -1.03
N -0.80694 1.18565 0.90121 0.724 -1.169 0.631 0.97
C -1.03073 2.61723 0.62185 -0.352 1.691 -1.048 -0.39
C -1.90847 3.09024 -0.32412 0.250 -1.507 0.710 -0.70
C 0.46018 0.64460 1.03732 3.093 0.569 0.227 0.54
C 1.67349 1.67315 0.84931 0.401 -0.444 -0.181 -0.90
C 1.92328 1.75222 -0.72396 -0.331 -0.733 0.725 -0.22
O 2.83258 2.78652 -1.11826 -1.207 -1.072 -1.112 -0.34
C 2.94560 2.68614 -2.56537 -0.088 0.066 -0.654 -0.17
C 4.23838 1.88574 -3.04596 -0.503 -0.035 -0.908 -1.00
H 4.22933 -2.22387 2.35423 -1.414 1.007 -1.103 0.40
H 0.25006 -2.81262 -0.46173 -0.089 -0.907 1.195 0.30
H 1.40310 -3.76402 0.56488 -1.465 -0.098 -0.318 0.33
H 0.02657 -5.79264 0.39580 -0.904 1.029 -0.646 0.35
H -0.21594 -5.10942 -1.26571 -0.313 0.531 1.188 0.28
H -3.68383 -4.25895 -0.57562 1.409 -0.528 -0.357 0.32
H -2.79718 -5.47891 -1.60577 0.275 1.074 0.399 0.35
H -1.73793 -2.44820 -1.29735 -0.712 -0.977 -0.523 0.09
H -3.04538 -2.96130 -2.52052 0.966 -0.270 0.865 0.30
H -1.39012 -3.68667 -2.62007 -0.898 0.722 0.977 0.33
H -2.77651 -2.85454 1.66922 -0.172 1.430 -0.225 0.26
H -3.42053 -1.87844 0.26955 0.570 0.013 1.246 0.02
H -4.47146 -0.39563 1.55295 0.269 -0.177 0.612 0.30
H -3.67484 -0.72276 2.98203 -0.243 -0.108 -0.476 0.33
H -0.45334 3.36285 1.23452 0.389 -0.511 -0.635 0.53
H -1.80391 4.11800 -0.79492 -0.339 -1.178 1.498 0.34
H -2.76410 2.41393 -0.64231 1.453 0.751 -0.218 0.23
H 2.63616 1.26727 1.31052 -1.533 0.271 -0.418 0.37
H 1.48955 2.67286 1.34823 -0.042 -0.821 -0.809 0.32
H 2.39092 0.75128 -1.03885 -0.814 1.020 0.357 0.31
H 0.88777 1.84499 -1.20637 1.436 0.143 0.295 0.23
H 2.04529 2.13454 -3.00548 0.995 0.779 0.746 0.22
H 2.88418 3.73381 -3.01210 0.404 -1.292 0.840 0.42
H 3.90201 0.94598 -3.60476 0.521 1.151 0.803 0.27
H 4.77593 2.52354 -3.82182 -0.366 -0.874 1.188 0.29
H 4.92401 1.55919 -2.21298 -0.763 0.661 -0.816 0.28
O -1.01396 6.43442 2.50875 -0.241 -0.344 -0.023 -0.72
S 0.34250 6.39660 1.91668 -0.344 1.242 0.095 1.09
O 1.26194 7.23356 2.71182 0.207 -0.191 0.019 -0.72
O 0.28992 6.89599 0.52370 -0.034 -0.186 -0.278 -0.74
O 0.83383 4.99086 1.91564 0.096 -1.576 -0.135 -0.69
```
Forces are in eV/Å.

Properties
E   -1752.1383 a.u.
Orbital gap   2.124 eV
Total charge   -1
Maximum force   4.32 eV Å⁻¹
LUMO level   -0.36 eV
Energy above the lowest of the compared OMol25 structures with the same formula, charge and spin   12.025 eV


The following is a DFT calculation (ωB97M-V/def2-TZVPD) of one molecule with the formula C17H26N4O3S in a non-equilibrium geometry.

Geometry as XYZ:
```
51
Properties=species:S:1:pos:R:3:forces:R:3:mulliken_charge:R:1
O -4.23448 -0.46443 -1.82081 -0.206 0.186 -0.502 -0.73
C -3.71667 -1.10568 -0.92454 0.102 -0.317 -0.041 0.41
C -2.80984 -2.31314 -1.07519 0.030 -0.099 -0.021 -0.26
C -2.68070 -2.87015 0.34228 0.033 -0.001 -0.028 -0.72
C -3.02624 -1.67387 1.23579 0.224 -0.090 0.227 -0.44
N -3.84244 -0.83472 0.38679 -0.084 -0.106 0.195 0.19
C -4.70057 0.19103 0.92412 -0.102 0.330 0.109 -0.95
C -3.94448 1.40744 1.47224 -0.099 -0.019 -0.269 -0.54
C -3.57643 2.43229 0.39087 0.076 -0.046 0.446 -0.83
N -2.89778 1.86831 -0.75165 -0.183 0.062 -0.308 -0.10
C -1.68856 1.27928 -0.62644 0.344 -0.015 -0.191 0.33
C -1.11305 0.60370 -1.72584 0.098 -0.062 0.115 -0.92
C 0.10024 -0.01378 -1.55215 -0.053 0.038 0.044 -0.14
C 0.72084 0.06714 -0.30762 0.562 -0.320 -0.079 -0.17
S 2.22711 -0.81135 0.02871 -0.461 0.447 0.212 1.56
O 2.64524 -1.47518 -1.17901 -0.097 0.250 -0.091 -0.71
O 2.02957 -1.62355 1.19654 0.119 0.133 0.194 -0.76
N 3.23277 0.45554 0.46769 -0.802 -0.703 -0.089 0.10
C 3.66174 1.26880 -0.65007 0.073 0.174 -0.658 -0.82
C 4.84528 0.65778 -1.40103 0.070 0.167 0.121 -0.55
C 5.98412 0.36766 -0.42611 -0.093 -0.231 -0.114 -0.76
C 5.47727 -0.54212 0.69085 0.048 0.299 0.087 -0.40
C 4.29342 0.11892 1.39481 0.295 -0.556 0.400 -1.01
C 0.11072 0.79190 0.69577 0.198 -0.141 0.023 -0.71
N -1.05852 1.38555 0.55138 -0.281 0.216 0.071 -0.34
H -1.84847 -1.97565 -1.46546 -0.064 0.001 -0.034 -0.04
H -3.23269 -3.02101 -1.78605 -0.010 0.077 -0.038 0.39
H -3.40109 -3.67398 0.49789 0.018 0.015 0.025 0.33
H -1.68400 -3.25250 0.54981 -0.018 -0.052 0.045 0.35
H -2.11970 -1.13801 1.54341 -0.075 -0.037 0.074 0.16
H -3.58188 -1.96092 2.13235 0.053 0.026 -0.015 0.41
H -5.29569 -0.25778 1.72778 0.010 0.016 -0.107 0.45
H -5.37475 0.49385 0.11776 -0.020 -0.070 0.099 0.40
H -3.03042 1.07373 1.96199 -0.061 0.040 0.120 0.31
H -4.56751 1.90821 2.21381 -0.007 0.016 0.076 0.42
H -2.91544 3.17994 0.83658 -0.175 0.060 -0.032 0.32
H -4.47725 2.92606 0.02108 0.067 0.021 0.017 0.43
H -3.48498 1.49728 -1.48908 0.085 -0.019 0.067 0.40
H -1.64663 0.56111 -2.66207 -0.032 -0.012 -0.112 0.34
H 0.58539 -0.57011 -2.34015 -0.015 -0.032 -0.147 0.61
H 2.80025 1.38086 -1.31256 0.086 0.227 -0.049 0.26
H 3.92949 2.25605 -0.25636 -0.084 -0.041 -0.027 0.45
H 4.51596 -0.27336 -1.86372 0.065 0.074 -0.083 0.28
H 5.17258 1.34352 -2.18450 -0.029 0.001 -0.041 0.40
H 6.81438 -0.10719 -0.95190 0.050 0.074 0.024 0.37
H 6.34756 1.30524 0.00443 0.089 0.037 0.012 0.30
H 5.14216 -1.49029 0.26555 0.066 -0.092 0.035 0.28
H 6.26911 -0.74434 1.41402 -0.012 -0.068 0.020 0.39
H 3.85409 -0.55188 2.13377 0.182 0.143 0.129 0.44
H 4.60917 1.04422 1.88952 -0.070 -0.036 -0.027 0.40
H 0.58183 0.87956 1.66472 0.089 0.032 0.118 0.43
```
Forces are in eV/Å.

Properties
E   -1506.3622 a.u.
Orbital gap   9.150 eV
Total charge   0
Maximum force   1.07 eV Å⁻¹
LUMO level   0.82 eV
SMILES   O=C1CCCN1CCCNc1ccc(S(=O)(=O)N2CCCCC2)cn1
Energy above the lowest of the compared OMol25 structures with the same formula, charge and spin   0.000 eV